Computed, not measured: 2 unconnected molecules or ions with the total composition C2H4O4, with ωB97M-V with the def2-TZVPD basis set.

Highest occupied orbital energy (alpha / beta) in eV: -16.67 / -16.05
<S²>: 0.76
Charge: +1
Kohn-Sham gap (alpha / beta) in eV: 11.798 / 5.826
Energy relative to the best compared isomer or geometry (same formula, charge and spin) in kJ/mol: 0.0
Spin multiplicity: 2

XYZ file:
```
10
Properties=species:S:1:pos:R:3:forces:R:3:lowdin_charge:R:1
O -1.1603 0.9776 -0.4115 0.3 0.1 0.2 0.14
C -1.4048 -0.1660 -0.6744 -0.6 -0.1 0.2 -0.33
O -0.4794 -0.9391 -1.2389 0.2 -0.2 0.1 0.11
H -2.3645 -0.6420 -0.4197 0.0 0.0 -0.3 0.18
H -0.7729 -1.8607 -1.3164 0.0 0.0 -0.1 0.15
O 0.2257 0.0053 1.5340 -0.3 0.1 0.2 0.33
C 1.2556 0.6002 1.1923 0.6 0.5 0.2 -0.20
O 1.7174 0.6755 0.0188 -0.2 -0.2 -0.7 0.25
H 1.8524 1.1389 1.9487 -0.2 -0.3 0.2 0.22
H 1.1309 0.2104 -0.6328 0.2 0.2 0.0 0.15
```
Positions in Å, forces in eV/Å.

Computed, not measured: 2 unconnected molecules or ions with the total composition C2H4O4S, with ωB97M-V with the def2-TZVPD basis set.

Highest occupied orbital energy in eV: -9.49
Charge: 0
Kohn-Sham gap in eV: 10.054
Energy relative to the best compared isomer or geometry (same formula, charge and spin) in kJ/mol: 167.8
Spin multiplicity: 1

XYZ file:
```
11
Properties=species:S:1:pos:R:3:forces:R:3:lowdin_charge:R:1
C -2.6003 -0.5320 0.1336 -0.1 2.1 -4.4 0.00
C -1.4631 -1.1570 0.1553 1.4 -1.5 1.1 -0.28
O 2.6605 1.0283 0.9026 1.7 -1.3 -1.7 -0.25
O 2.5690 -0.6452 -0.8016 0.6 -0.3 -0.8 -0.38
O -0.4883 -1.7762 0.3805 -1.5 0.9 -0.8 0.10
O 0.7705 1.1103 -0.7052 0.3 -0.3 -0.9 -0.30
S 1.6888 -0.0099 0.1177 -0.9 1.2 0.9 0.85
H -3.3176 -0.7955 0.7951 -1.8 -0.9 2.4 0.02
H -3.0747 -0.0069 -0.7920 1.6 -0.9 1.7 0.11
H 2.3119 1.6458 1.5005 -1.4 1.2 1.3 0.04
H 0.9432 1.1383 -1.6865 0.2 -0.2 1.3 0.09
```
Positions in Å, forces in eV/Å.